(1)
Here is 2 unconnected molecules or ions with the total composition C3H5O3P from the OMol25 dataset. Energies are from ωB97M-V with the def2-TZVPD basis set.

Output
LUMO (spin up / spin down) = 7.1 / 7.0 eV
energy above the lowest of the compared OMol25 structures with the same formula, charge and spin = 231.3 kJ/mol
total charge = -2
multiplicity = 3
HOMO-LUMO gap (spin up / spin down) = 4.03 / 6.36 eV
⟨S²⟩ = 2.0132

Element x y z (Å)
C  0.991  1.084  1.867
C  -0.112  0.114  0.002
C  0.779  -1.099  -0.130
O  -2.811  0.948  -0.664
O  -0.235  0.806  -1.321
O  -1.906  -1.197  -1.745
P  -1.658  0.003  -0.861
H  1.707  1.678  1.216
H  0.199  1.858  2.097
H  0.795  -1.642  0.818
H  0.448  -1.773  -0.929
H  1.803  -0.780  -0.350

(2)
Here is a molecular structure, C3H5O3Tl from the OMol25 dataset. Energies are from ωB97M-V with the def2-TZVPD basis set.

Output
LUMO (spin up / spin down) = -1.0 / -0.8 eV
energy above the lowest of the compared OMol25 structures with the same formula, charge and spin = 570.3 kJ/mol
multiplicity = 1
HOMO-LUMO gap (spin up / spin down) = 5.33 / 6.64 eV

Element x y z (Å)
H  1.452  -1.635  -0.071
O  0.099  1.311  -0.258
C  0.604  1.046  1.010
C  -1.043  0.516  -0.570
O  1.787  1.371  1.083
O  0.553  -0.829  0.573
C  -0.800  -0.838  0.103
H  -1.175  0.445  -1.656
H  -1.929  1.011  -0.151
H  -1.038  -1.702  -0.527
H  -1.367  -0.894  1.040
Tl  2.857  0.199  -0.576

(3)
Here is a molecular structure, C3H5O3Tl from the OMol25 dataset. Energies are from ωB97M-V with the def2-TZVPD basis set.

Output
LUMO = -0.4 eV
energy above the lowest of the compared OMol25 structures with the same formula, charge and spin = 738.8 kJ/mol
multiplicity = 1
HOMO-LUMO gap = 5.08 eV

Element x y z (Å)
H  1.428  -1.703  -1.426
O  0.821  -1.065  0.777
C  -0.082  -0.331  1.312
C  0.880  -0.911  -0.900
O  -0.332  -0.255  2.523
O  -0.890  0.373  0.517
C  -0.342  1.072  -0.708
H  -0.103  -1.340  -1.141
H  1.709  -0.197  -0.968
H  -0.011  1.158  -1.753
H  -1.133  1.838  -0.798
Tl  -1.946  1.361  2.564

(4)
Here is a molecular structure, C3H5O3Tl from the OMol25 dataset. Energies are from ωB97M-V with the def2-TZVPD basis set.

Output
LUMO (spin up / spin down) = -15.7 / -15.7 eV
energy above the lowest of the compared OMol25 structures with the same formula, charge and spin = 192.4 kJ/mol
total charge = +2
multiplicity = 1
HOMO-LUMO gap (spin up / spin down) = 4.35 / 4.22 eV

Element x y z (Å)
H  -1.927  1.124  1.089
O  1.627  0.319  -0.444
C  1.123  -0.850  -0.407
C  -0.907  0.766  0.756
O  1.847  -1.817  -0.023
O  -0.138  -1.072  -0.655
C  -1.073  0.027  -0.554
Tl  3.320  -0.513  0.091
H  -0.320  1.685  0.632
H  -0.573  0.094  1.556
H  -0.922  0.687  -1.416
H  -2.057  -0.449  -0.625